No. 1
{
  "formula": "C3H7O2S",
  "method": "wB97M-V/def2-TZVPD",
  "symbols": ["C", "S", "C", "H", "H", "H", "H", "H", "H", "O", "C", "O", "H"],
  "positions_angstrom": [[-1.313, 0.758, -0.206], [-1.971, -0.865, 0.232], [-0.536, -1.927, 0.003], [-0.390, 0.610, -0.768], [-1.026, 1.348, 0.660], [-2.100, 1.270, -0.749], [0.283, -1.600, 0.612], [-0.833, -2.917, 0.313], [-0.174, -1.921, -1.022], [1.632, 0.147, -0.034], [2.023, 1.300, 0.250], [2.941, 1.680, 0.998], [1.462, 2.116, -0.289]],
  "lowdin_charge": [-0.448, 0.689, -0.456, 0.010, 0.026, 0.009, 0.006, 0.010, 0.035, -0.151, -0.688, -0.130, 0.088],
  "e_above_lowest_ev": 0.562,
  "homo_ha": -0.1548,
  "charge": -1,
  "e_tot_ev": -18156.05209
}

---

No. 2
{
  "formula": "C3H7O2S",
  "method": "wB97M-V/def2-TZVPD",
  "symbols": ["O", "C", "O", "H", "C", "C", "S", "H", "H", "H", "H", "H", "H"],
  "positions_angstrom": [[-1.076, 1.314, -1.534], [-1.448, 2.098, -0.668], [-1.112, 2.174, 0.559], [-2.196, 2.877, -0.944], [1.319, -1.246, -0.405], [0.206, -1.310, 0.639], [0.390, 0.059, 1.857], [2.267, -1.133, 0.129], [1.179, -0.331, -0.977], [1.364, -2.117, -1.067], [-0.790, -1.229, 0.206], [0.259, -2.234, 1.222], [-0.363, 1.078, 0.983]],
  "lowdin_charge": [-0.068, -0.595, -0.159, 0.097, -0.217, -0.670, 0.494, 0.043, 0.049, 0.053, 0.047, 0.030, -0.103],
  "e_above_lowest_ev": 0.313,
  "homo_ha": -0.1456,
  "charge": -1,
  "e_tot_ev": -18156.30109
}

---

No. 3
{
  "formula": "C3H7O2S2",
  "method": "wB97M-V/def2-TZVPD",
  "symbols": ["C", "C", "C", "O", "O", "S", "S", "H", "H", "H", "H", "H", "H", "H"],
  "positions_angstrom": [[0.151, -1.377, 0.570], [0.937, 1.042, 0.204], [0.470, -0.257, -0.369], [-1.457, -0.883, -2.197], [-1.065, 1.508, -1.794], [-1.908, 0.866, 2.423], [-1.307, 0.211, -1.204], [1.044, -1.938, 0.967], [-0.241, -0.873, 1.508], [-0.563, -2.092, 0.243], [0.376, 1.195, 1.146], [0.586, 1.818, -0.494], [2.015, 1.281, 0.224], [0.963, -0.502, -1.225]],
  "lowdin_charge": [-0.155, -0.155, -0.432, -0.454, -0.444, -0.455, 0.776, 0.091, -0.006, 0.051, -0.016, 0.053, 0.081, 0.066],
  "e_above_lowest_ev": 3.839,
  "homo_ha": [-0.1254, -0.1217],
  "charge": -1,
  "e_tot_ev": -28988.15797
}

---

No. 4
{
  "formula": "C3H7O2Si",
  "method": "wB97M-V/def2-TZVPD",
  "symbols": ["C", "C", "Si", "C", "O", "O", "H", "H", "H", "H", "H", "H", "H"],
  "positions_angstrom": [[1.807, 0.480, 0.550], [0.531, 0.515, -0.228], [-0.542, -0.924, -0.771], [-2.365, -0.146, 0.339], [-3.395, -0.634, -0.113], [-2.217, 0.707, 1.203], [1.808, -0.094, 1.470], [2.671, 0.099, -0.111], [2.102, 1.487, 0.820], [0.529, 1.101, -1.128], [-0.111, 1.080, 0.417], [-0.166, -2.392, -0.258], [-0.653, -1.279, -2.191]],
  "lowdin_charge": [-0.203, -0.469, 0.682, -0.802, -0.139, -0.098, 0.057, 0.078, 0.046, 0.042, 0.023, -0.092, -0.125],
  "e_above_lowest_ev": 0.395,
  "homo_ha": -0.1111,
  "charge": -1,
  "e_tot_ev": -15197.31804,
  "smiles": "CC[SiH2]C(=O)[O-]"
}

---

No. 5
{
  "formula": "C3H7O3",
  "method": "wB97M-V/def2-TZVPD",
  "symbols": ["O", "H", "H", "O", "O", "C", "C", "C", "H", "H", "H", "H", "H"],
  "positions_angstrom": [[1.082, -3.250, 1.636], [0.491, -2.561, 1.257], [1.602, -2.779, 2.326], [1.346, 0.990, -1.761], [0.061, -0.756, -2.142], [0.254, 0.370, -1.627], [-0.375, 1.187, 0.573], [-0.843, 0.977, -0.866], [0.710, 1.385, 0.594], [-0.566, 0.221, 1.069], [-0.889, 1.982, 1.139], [-1.146, 1.922, -1.357], [-1.727, 0.311, -0.840]],
  "lowdin_charge": [-0.093, 0.045, 0.041, -0.110, -0.098, -0.813, -0.128, -0.228, 0.067, 0.058, 0.055, 0.107, 0.099],
  "e_above_lowest_ev": 0.895,
  "homo_ha": -0.1306,
  "charge": -1,
  "e_tot_ev": -9368.26330
}

---

No. 6
{
  "formula": "C3H7O3",
  "method": "wB97M-V/def2-TZVPD",
  "symbols": ["O", "H", "H", "O", "O", "C", "C", "C", "H", "H", "H", "H", "H"],
  "positions_angstrom": [[3.403, 0.802, -1.171], [3.850, 1.490, -0.628], [2.708, 0.433, -0.580], [1.527, -0.338, 0.006], [0.049, -2.033, 0.241], [0.357, -0.816, 0.131], [-2.183, -0.329, 0.276], [-0.751, 0.278, 0.274], [-2.441, -0.733, 1.269], [-2.349, -1.117, -0.478], [-2.856, 0.517, 0.055], [-0.612, 0.878, 1.194], [-0.701, 0.969, -0.589]],
  "lowdin_charge": [-0.144, 0.015, -0.059, -0.103, -0.070, -0.672, -0.150, -0.183, 0.060, 0.064, 0.046, 0.098, 0.097],
  "e_above_lowest_ev": 0.346,
  "homo_ha": -0.1645,
  "charge": -1,
  "e_tot_ev": -9368.81253
}

---

No. 7
{
  "formula": "C3H7O3",
  "method": "wB97M-V/def2-TZVPD",
  "symbols": ["C", "O", "H", "H", "H", "H", "C", "C", "O", "O", "H", "H", "H"],
  "positions_angstrom": [[1.147, 1.655, 0.781], [1.802, 2.136, 1.938], [2.579, 1.513, 1.903], [0.383, 0.800, 0.858], [2.046, 1.303, 0.201], [0.896, 2.619, 0.528], [-1.645, -1.399, -1.492], [-0.757, -1.509, -0.140], [0.180, -0.712, -0.099], [-1.253, -2.263, 0.759], [-2.568, -1.809, -1.131], [-1.243, -2.007, -2.414], [-1.565, -0.328, -1.693]],
  "lowdin_charge": [-0.182, -0.187, 0.081, 0.077, 0.088, 0.039, -0.058, -0.749, -0.116, -0.127, 0.022, 0.074, 0.039],
  "e_above_lowest_ev": 2.536,
  "homo_ha": -0.1485,
  "charge": -1,
  "e_tot_ev": -9366.62181
}

---

No. 8
{
  "formula": "C3H7O3P",
  "method": "wB97M-V/def2-TZVPD",
  "symbols": ["C", "C", "C", "O", "O", "O", "P", "H", "H", "H", "H", "H", "H", "H"],
  "positions_angstrom": [[1.741, 1.409, -0.135], [0.902, 0.816, -1.181], [0.290, 1.272, 0.128], [-3.131, -1.655, 0.593], [-0.884, -2.549, 0.837], [-0.265, 0.393, 0.953], [-1.756, -1.561, -0.074], [2.441, 0.732, 0.302], [2.172, 2.412, -0.090], [0.739, 1.219, -2.098], [1.003, -0.439, -1.216], [-0.216, 2.198, -0.244], [-3.134, -1.759, 1.565], [0.098, -2.487, 0.660]],
  "lowdin_charge": [-0.157, -0.161, -0.561, -0.247, -0.286, -0.247, 0.951, 0.086, 0.099, 0.041, 0.144, 0.137, 0.103, 0.098],
  "e_above_lowest_ev": 4.202,
  "homo_ha": [-0.2727, -0.2750],
  "charge": 0,
  "e_tot_ev": -18652.56990
}